17
Properties=species:S:1:pos:R:3:forces:R:3:mulliken_charge:R:1 method="wB97M-V/def2-TZVPD" e_tot_ev=-8428.8116 homo_lumo_gap_ev=9.8806 homo_ev=-9.0
O -1.100 2.852 1.573 0.380 -0.212 0.484 -0.48
C -0.253 2.099 1.152 -0.274 0.252 0.493 -0.05
C -0.598 1.135 0.109 -0.183 1.004 -0.594 0.15
C 0.043 -1.022 1.222 0.065 -0.651 0.100 -0.74
C 0.179 1.366 -0.945 -0.059 0.000 -0.338 -0.93
C 0.537 -1.815 -1.087 0.083 -0.044 0.040 -1.09
C -0.348 -1.629 0.104 0.074 -0.053 0.233 0.03
H 1.072 -0.689 1.349 -0.136 -0.111 -0.028 0.28
H -1.612 0.751 0.087 0.076 0.322 -0.215 0.39
H -1.398 -1.895 -0.024 0.180 -0.091 0.112 0.34
H 0.829 2.217 1.371 -0.123 0.044 0.142 0.30
H 0.178 -1.222 -1.943 -0.019 -0.102 0.203 0.23
H 1.202 1.704 -0.798 -0.235 0.321 -0.130 0.24
H -0.633 -0.815 2.047 0.038 -0.162 -0.090 0.36
H 1.561 -1.493 -0.871 -0.143 -0.086 -0.010 0.27
H -0.217 1.318 -1.943 0.275 -0.552 -0.386 0.34
H 0.559 -2.862 -1.404 0.001 0.121 -0.016 0.38

70
Properties=species:S:1:pos:R:3:forces:R:3:mulliken_charge:R:1 method="wB97M-V/def2-TZVPD" e_tot_ev=-398270.2044 homo_lumo_gap_ev="5.7882 / 4.7770" homo_ev="-3.8 / -3.2" total_charge=-1
Br 4.173 2.207 -5.344 -0.022 0.008 -0.013 -0.21
Se 1.940 -5.459 0.967 0.036 -0.072 0.116 -0.11
Se 1.173 -6.098 -1.007 -0.065 0.040 -0.084 -0.43
Se 2.165 -2.567 -1.295 -0.142 0.110 0.006 -0.37
Se 2.675 -3.218 0.808 0.087 -0.146 0.018 0.04
Ca 0.000 -0.119 -0.227 0.487 -0.567 0.111 1.75
O 2.080 0.776 -0.988 -0.107 0.256 -0.074 -0.26
O 0.127 -1.542 1.646 -0.023 0.224 0.104 -0.65
O -0.113 -0.996 3.836 0.100 0.135 -0.179 -0.92
O -1.360 1.682 -0.746 0.167 -0.295 -0.342 -0.54
N 4.229 0.783 -1.627 0.034 -0.037 0.000 -0.38
N -2.648 2.700 -6.040 0.095 0.042 0.002 -0.54
N 0.233 0.615 2.179 -0.154 0.257 -0.262 -0.13
N -0.052 -0.665 2.593 -0.229 -0.305 0.324 0.70
N 0.650 3.018 1.149 -0.051 -0.081 -0.036 -0.26
N -0.486 -0.180 -2.669 -0.075 0.212 0.176 0.41
N -2.304 -1.315 -0.090 0.163 0.061 0.042 0.09
N -0.683 1.562 4.159 0.043 -0.050 0.028 -0.59
N 0.218 2.912 2.496 -0.056 0.160 -0.003 -0.37
N -1.702 2.889 -6.830 -0.133 -0.044 -0.008 -0.52
C -4.159 -2.857 1.317 -0.031 0.009 0.038 1.25
C 0.187 3.332 -5.272 -0.033 0.046 0.036 -0.04
C -5.139 -3.698 2.085 0.018 0.012 -0.015 -1.46
C 0.520 2.076 -7.290 -0.096 -0.009 -0.047 -0.25
C -4.079 -1.483 1.498 0.009 -0.022 0.007 -0.93
C -0.049 1.620 2.942 0.080 -0.135 -0.052 0.34
C 1.861 1.909 -6.977 -0.003 0.001 -0.015 -0.58
C -1.750 1.769 -1.971 -0.157 0.083 0.138 0.69
C -1.177 0.150 -5.324 -0.017 0.013 -0.035 -0.65
C -0.065 -1.026 -3.577 -0.063 0.069 0.024 -0.38
C -3.281 -3.434 0.406 -0.001 -0.047 -0.007 -0.84
C 3.264 0.704 -0.682 -0.127 -0.024 0.064 0.46
C -0.409 -0.906 -4.934 0.016 -0.038 -0.008 -1.21
C -1.614 1.103 -4.377 0.007 -0.009 -0.033 0.61
C 3.707 0.532 0.740 0.011 -0.009 -0.007 -0.91
C -2.428 2.220 -4.719 -0.056 -0.058 0.085 -0.03
C -3.042 2.919 -3.705 0.010 0.005 -0.002 -0.46
C -0.335 2.745 -6.424 0.227 -0.023 0.042 0.09
C -2.715 2.703 -2.368 0.057 0.165 -0.003 -0.88
C -3.142 -0.757 0.781 0.020 -0.011 -0.080 -0.33
C 1.527 3.187 -4.959 -0.020 0.008 -0.020 -0.45
C -1.263 0.877 -3.026 -0.065 0.013 -0.085 0.05
C -2.375 -2.636 -0.263 0.034 0.028 0.004 -0.40
C 2.347 2.457 -5.806 0.024 -0.006 0.023 0.12
H -0.072 -1.651 -5.641 0.003 0.004 0.002 0.44
H 1.926 3.618 -4.052 -0.005 -0.001 0.009 0.44
H 4.645 1.049 0.943 0.002 -0.002 -0.006 0.44
H 0.550 -1.845 -3.222 -0.024 -0.026 -0.042 0.25
H -3.734 3.710 -3.973 0.003 -0.006 -0.011 0.38
H -3.158 3.313 -1.592 -0.016 -0.005 -0.007 0.43
H 0.113 1.663 -8.205 0.018 -0.007 0.004 0.42
H 5.150 0.453 -1.398 0.014 0.016 0.014 0.19
H -4.620 -4.493 2.621 0.000 0.001 0.001 0.34
H 0.932 3.976 0.998 0.107 -0.010 0.036 0.27
H 2.919 0.892 1.399 0.004 -0.003 0.005 0.01
H 2.517 1.357 -7.636 -0.005 0.000 -0.003 0.41
H -0.570 3.511 2.717 -0.061 -0.035 -0.002 0.27
H -5.856 -4.169 1.410 0.002 0.000 0.001 0.33
H -1.479 0.257 -6.358 0.014 0.001 -0.010 0.60
H -3.043 0.316 0.909 -0.019 0.003 -0.009 0.37
H 3.930 0.658 -2.582 -0.023 0.017 -0.007 0.19
H -5.691 -3.099 2.808 -0.003 -0.001 0.000 0.34
H -1.656 -3.074 -0.948 0.018 0.004 0.012 0.45
H -0.360 2.261 4.812 -0.008 -0.005 0.016 0.26
H -0.109 2.789 0.503 -0.019 0.047 0.002 0.06
H -3.279 -4.504 0.238 0.005 0.004 -0.001 0.41
H -0.463 3.873 -4.598 0.017 0.005 0.001 0.45
H -0.642 0.592 4.498 -0.002 0.026 0.011 0.31
H -4.723 -0.979 2.207 -0.002 0.003 -0.005 0.29
H 3.848 -0.538 0.914 -0.018 0.000 0.013 0.13

9
Properties=species:S:1:pos:R:3:forces:R:3:mulliken_charge:R:1 method="wB97M-V/def2-TZVPD" e_tot_ev=-17375.1666 homo_lumo_gap_ev=9.4910 homo_ev=-15.6 total_charge=+1
I -2.401 0.081 0.014 0.344 0.480 0.028 0.43
O 0.071 1.719 -1.121 -0.509 -1.351 -2.104 -0.28
O -0.020 1.680 1.109 0.265 0.942 1.517 -0.25
O 0.421 3.655 -0.018 0.029 -0.097 0.393 -0.26
C -0.291 0.454 -0.964 -0.207 1.249 6.586 -0.18
C 0.204 2.520 0.002 -0.314 -1.019 0.122 0.61
C -0.353 0.442 0.897 0.272 -2.513 -5.355 -0.17
H -0.024 -0.531 1.411 -0.357 2.134 -0.292 0.52
H -0.175 -0.439 -1.540 0.475 0.175 -0.896 0.56

Table of F_max (eV Å⁻¹), in record order: 1.2; 0.8; 6.7